Record 1
{"formula": "C28H26BrF6MoN6O2SSb", "method": "ωB97M-V/def2-TZVPD", "symbols": ["Mo", "C", "C", "N", "N", "C", "N", "S", "C", "C", "C", "C", "C", "N", "H", "H", "H", "H", "H", "H", "H", "H", "H", "Br", "C", "C", "C", "C", "C", "C", "C", "O", "O", "H", "H", "H", "H", "N", "C", "C", "C", "C", "C", "C", "C", "H", "H", "H", "H", "H", "C", "C", "C", "C", "C", "C", "N", "H", "H", "H", "H", "H", "H", "H", "H", "F", "Sb", "F", "F", "F", "F", "F"], "coordinates": [[-0.2303, 0.7796, 0.2727], [2.3341, 4.2696, -0.2276], [1.5853, 3.0431, -0.4585], [0.4887, 2.7446, 0.2683], [0.0274, 3.7672, 0.9904], [-1.0060, 3.4717, 1.7256], [-1.5063, 4.3608, 2.5840], [-1.6555, 1.8119, 1.9190], [2.0232, 2.1018, -1.4170], [2.9863, 2.3376, -2.4140], [3.2552, 1.3360, -3.3682], [2.5109, 0.1659, -3.3422], [1.4900, 0.0362, -2.4343], [1.3128, 0.9449, -1.4575], [1.7673, 5.1251, -0.6305], [2.3848, 4.3606, 0.8705], [3.3224, 4.2048, -0.7087], [-1.3166, 5.3380, 2.5708], [-2.0755, 3.9636, 3.3246], [3.5430, 3.2870, -2.4163], [4.0302, 1.5654, -4.1015], [2.6954, -0.6186, -4.0481], [0.8063, -0.8090, -2.4730], [-4.8633, 1.3446, -6.6832], [-3.8464, 0.5386, -5.3483], [-3.8996, -0.8592, -5.2626], [-3.3109, -1.4120, -4.1336], [-2.6142, -0.7168, -3.1653], [-2.5356, 0.6826, -3.2641], [-3.0671, 1.2816, -4.4608], [-1.8858, 1.4724, -2.1906], [-1.6662, 2.6855, -2.2696], [-1.5800, 0.7271, -1.0978], [-4.4139, -1.4691, -5.9821], [-3.4396, -2.4688, -3.9520], [-2.2600, -1.3108, -2.3141], [-2.8889, 2.3424, -4.6230], [0.5407, -1.2453, -0.1279], [1.4889, -1.9242, -0.0962], [2.4830, -2.9098, 0.0209], [3.8327, -2.4799, 0.0674], [4.8242, -3.4125, 0.3175], [4.5152, -4.7649, 0.4911], [3.1881, -5.1624, 0.3945], [2.1558, -4.2753, 0.1425], [4.0342, -1.4400, -0.1869], [5.8432, -3.0220, 0.4563], [5.2973, -5.5129, 0.6910], [2.9346, -6.2124, 0.5558], [1.0917, -4.6370, 0.1253], [-3.8122, -0.4976, 0.6596], [-2.8341, -1.2178, 1.4827], [-3.2669, -2.1935, 2.4295], [-2.1347, -2.6121, 3.0838], [-1.0425, -1.9058, 2.5310], [0.3033, -1.9754, 3.1708], [-1.4935, -1.0491, 1.5179], [-4.8263, -0.8410, 0.9547], [-3.6874, -0.7265, -0.4039], [-3.7370, 0.5959, 0.7704], [-4.2905, -2.4787, 2.5849], [-2.0555, -3.3502, 3.8147], [0.5248, -3.0484, 3.3625], [0.2055, -1.5184, 4.1610], [1.0711, -1.5076, 2.5511], [1.0380, 0.6662, 1.7588], [0.3831, 1.6543, 5.2144], [-1.3995, 2.7136, 5.1227], [-0.8759, 0.4031, 5.6942], [0.6145, 2.3655, 6.9503], [1.6753, 0.2312, 5.5674], [0.9093, 2.8647, 3.8891]], "mulliken_spin": [1.82, 0.00, 0.12, -0.10, -0.01, 0.01, -0.02, -0.04, -0.01, 0.02, 0.00, 0.02, -0.01, 0.00, 0.01, 0.01, 0.00, 0.00, 0.00, 0.00, 0.00, 0.00, 0.00, 0.00, 0.00, 0.00, 0.00, 0.00, -0.01, 0.00, 0.02, 0.03, 0.06, 0.00, 0.00, -0.01, 0.00, 0.00, 0.01, -0.01, 0.00, 0.00, 0.00, 0.00, 0.00, 0.00, 0.00, 0.00, 0.00, 0.00, 0.04, 0.31, 0.13, 0.06, 0.36, 0.01, -0.03, 0.00, 0.03, 0.01, 0.00, 0.00, 0.02, 0.04, 0.00, 0.06, 0.00, 0.00, 0.00, 0.00, 0.00, 0.00], "gap_ev": [5.418, 5.798], "e_lumo_ha": [-0.190, -0.190], "multiplicity": 4, "charge": 1, "e_tot_ev": -148065.0135, "e_homo_ev": [-10.59, -10.97]}

Record 2
{"formula": "C28H26BrN7NaO4", "method": "ωB97M-V/def2-TZVPD", "symbols": ["Na", "C", "O", "C", "C", "C", "C", "C", "C", "N", "N", "C", "C", "C", "C", "O", "C", "N", "C", "C", "C", "C", "H", "H", "H", "H", "H", "H", "H", "H", "H", "H", "H", "H", "Br", "C", "C", "C", "C", "C", "C", "C", "O", "O", "H", "H", "H", "H", "C", "C", "C", "C", "N", "C", "N", "N", "N", "H", "H", "H", "H", "H", "H", "H", "H", "H", "H"], "coordinates": [[0.3486, -1.6087, -0.6801], [3.8022, 2.1244, -1.8482], [3.3833, 3.3667, -1.2995], [2.7573, 3.3332, -0.0944], [2.5993, 2.1861, 0.6814], [1.8676, 2.2489, 1.8607], [1.2762, 3.4417, 2.2635], [1.5292, 4.5987, 1.5354], [2.2498, 4.5486, 0.3579], [0.4521, 3.6132, 3.4377], [-0.4629, 2.8228, 3.7448], [-0.8417, 1.7151, 2.9312], [-1.0785, 0.5384, 3.6074], [-1.2200, -0.6856, 2.9554], [-1.0861, -0.7976, 1.5610], [-1.1009, -1.9091, 0.9403], [-0.9580, 0.4747, 0.8277], [-0.8877, 0.3985, -0.5266], [-0.8785, 1.5054, -1.2270], [-0.9946, 2.7800, -0.6437], [-1.0186, 2.8754, 0.7174], [-0.9321, 1.7078, 1.5096], [4.2328, 2.3538, -2.8190], [2.9536, 1.4474, -1.9796], [4.5535, 1.6388, -1.2222], [3.0001, 1.2311, 0.3655], [1.7159, 1.3397, 2.4283], [1.1127, 5.5328, 1.8930], [2.4152, 5.4353, -0.2407], [-1.0868, 0.5825, 4.6916], [-1.3618, -1.5979, 3.5206], [-0.7920, 1.3969, -2.3038], [-1.0434, 3.6606, -1.2703], [-1.0986, 3.8403, 1.1989], [4.2381, -1.4234, -4.1591], [5.0044, -1.0421, -2.4605], [6.3596, -0.7226, -2.4903], [7.0382, -0.4386, -1.3186], [6.3627, -0.4872, -0.1070], [5.0182, -0.8093, -0.0930], [4.2976, -1.0802, -1.2604], [2.7992, -1.3799, -1.0796], [2.0636, -1.4319, -2.0892], [2.4277, -1.5311, 0.1098], [6.8727, -0.7028, -3.4422], [8.0907, -0.1861, -1.3573], [6.8775, -0.2722, 0.8207], [4.4656, -0.8693, 0.8350], [-4.9339, -3.9531, 1.0147], [-5.9173, -2.9961, 0.3496], [-6.6548, -3.6673, -0.8041], [-5.2301, -1.7046, -0.0944], [-4.3219, -1.8873, -1.2139], [-3.0411, -2.2692, -1.2127], [-2.6092, -2.2506, -2.4487], [-3.6554, -1.8661, -3.2150], [-4.6962, -1.6682, -2.4885], [-5.4442, -4.8587, 1.3481], [-4.4466, -3.4960, 1.8778], [-4.1514, -4.2592, 0.3167], [-6.6543, -2.6833, 1.0972], [-5.9505, -4.0466, -1.5473], [-7.3231, -2.9717, -1.3148], [-7.2455, -4.5101, -0.4406], [-4.6451, -1.2824, 0.7244], [-5.9612, -0.9615, -0.4098], [-2.4411, -2.4308, -0.3210]], "lowdin_charge": [0.43, -0.06, -0.08, -0.28, 0.02, -0.01, -0.30, -0.05, -0.01, 0.05, 0.05, -0.27, -0.05, -0.03, -0.38, -0.14, -0.14, 0.10, -0.12, -0.04, -0.02, -0.13, 0.10, 0.10, 0.08, 0.09, 0.13, 0.11, 0.11, 0.11, 0.10, 0.11, 0.10, 0.12, 0.77, -0.61, -0.16, -0.10, -0.09, -0.05, -0.17, -0.65, -0.09, -0.05, 0.09, 0.10, 0.10, 0.11, -0.07, -0.42, -0.08, -0.11, -0.11, -0.16, 0.02, -0.05, 0.03, 0.08, 0.08, 0.08, 0.13, 0.08, 0.08, 0.07, 0.13, 0.12, 0.10], "relative_energy_kcal_mol": 9.6, "gap_ev": 6.647, "e_lumo_ha": 0.082, "charge": -1, "e_tot_ev": -122540.1190, "e_homo_ev": -4.42}

Record 3
{"formula": "C28H26Cl2N2O11S4Tl", "method": "ωB97M-V/def2-TZVPD", "symbols": ["Tl", "O", "C", "C", "C", "C", "C", "C", "C", "O", "N", "N", "C", "S", "C", "C", "S", "H", "H", "H", "H", "H", "H", "H", "H", "H", "O", "S", "O", "O", "C", "C", "C", "C", "C", "C", "S", "O", "O", "O", "H", "H", "H", "H", "Cl", "C", "Cl", "C", "O", "O", "H", "C", "C", "C", "C", "C", "C", "C", "O", "C", "C", "C", "H", "H", "H", "H", "H", "H", "H", "H", "H", "H", "H", "H"], "coordinates": [[-0.2483, -0.6694, 0.1702], [0.5006, 1.7527, 4.1303], [-0.2202, 2.8398, 3.7987], [-0.3251, 3.8457, 4.7614], [-1.0443, 4.9934, 4.4998], [-1.6707, 5.1685, 3.2681], [-1.5680, 4.1765, 2.3132], [-0.8501, 3.0037, 2.5543], [-0.7623, 1.9578, 1.4971], [-0.2105, 0.8290, 1.8252], [-1.2350, 2.2770, 0.3317], [-1.1405, 1.2950, -0.6530], [-1.6316, 1.7131, -1.7619], [-2.2574, 3.3631, -1.8267], [-2.5371, 3.3340, -3.6154], [-2.9530, 1.9326, -3.9950], [-1.7957, 0.7788, -3.2234], [0.4321, 1.1218, 3.3819], [0.1684, 3.6915, 5.7118], [-1.1262, 5.7577, 5.2631], [-2.2341, 6.0684, 3.0607], [-2.0453, 4.2834, 1.3484], [-1.6132, 3.6177, -4.1204], [-3.3139, 4.0660, -3.8385], [-2.8879, 1.7596, -5.0695], [-3.9649, 1.7107, -3.6542], [-0.3870, -3.4323, -2.9306], [0.2518, -2.5192, -2.0298], [-0.1072, -1.0962, -2.2056], [0.0978, -2.8394, -0.5935], [2.0061, -2.6164, -2.3865], [2.3128, -2.9953, -3.6870], [3.6293, -3.1746, -4.0793], [4.6480, -3.0137, -3.1576], [4.3541, -2.6130, -1.8642], [3.0426, -2.3795, -1.4681], [2.8658, -1.6398, 0.1690], [2.3438, -2.6099, 1.0875], [4.1663, -1.1091, 0.4876], [1.9077, -0.5015, -0.0998], [1.4968, -3.1634, -4.3754], [3.8544, -3.4533, -5.1007], [5.6769, -3.1850, -3.4473], [5.1405, -2.4549, -1.1399], [-0.3104, -2.2180, 2.5707], [-1.9742, -2.8188, 2.3772], [-1.9337, -4.5208, 1.8535], [-2.8686, -2.0185, 1.3920], [-4.0568, -2.2099, 1.5480], [-2.3312, -1.2543, 0.5183], [-2.4360, -2.7961, 3.3566], [5.5121, 4.5357, 1.6661], [4.7539, 3.8348, 0.5712], [5.3327, 2.8118, -0.1638], [4.6217, 2.1215, -1.1360], [5.3498, 1.0373, -1.8966], [3.2799, 2.4603, -1.3798], [2.4994, 1.5793, -2.2943], [1.4484, 1.8391, -2.8334], [2.7060, 3.5547, -0.7068], [1.3126, 4.0759, -0.9630], [3.4522, 4.2062, 0.2654], [6.5501, 4.2071, 1.7004], [5.0573, 4.3270, 2.6363], [5.4951, 5.6176, 1.5233], [6.3621, 2.5302, 0.0307], [6.4203, 1.2447, -1.8850], [5.0329, 0.9550, -2.9342], [5.1930, 0.0771, -1.4051], [2.9592, 0.5915, -2.4639], [0.8530, 3.6283, -1.8351], [1.3564, 5.1585, -1.1005], [0.6655, 3.8809, -0.1059], [2.9925, 5.0315, 0.8010]], "lowdin_charge": [0.94, 0.07, -0.26, -0.02, -0.10, -0.10, -0.03, -0.07, -0.41, -0.14, 0.00, -0.10, -0.84, 0.95, -0.53, -0.52, 1.00, 0.08, 0.11, 0.10, 0.09, 0.10, 0.08, 0.07, 0.08, 0.08, -0.27, 0.51, -0.43, -0.37, -0.21, -0.05, -0.07, -0.07, -0.07, -0.20, 0.50, -0.32, -0.30, -0.38, 0.11, 0.10, 0.10, 0.11, 0.72, -0.93, 0.62, -0.73, 0.05, -0.09, 0.06, -0.05, -0.26, -0.01, -0.20, -0.04, -0.09, -0.19, 0.03, -0.17, -0.03, -0.01, 0.07, 0.08, 0.08, 0.11, 0.08, 0.08, 0.06, 0.11, 0.05, 0.09, 0.07, 0.12], "relative_energy_kcal_mol": 0.0, "gap_ev": 7.908, "e_lumo_ha": 0.077, "charge": -1, "e_tot_ev": -128043.1025, "e_homo_ev": -5.81}